85
Properties=species:S:1:pos:R:3:lowdin_charge:R:1 method="wB97M-V/def2-TZVPD" charge=0 homo_energy_ev=-6.4 orbital_gap_ev=6.46
Mg 0.31973 1.08807 -0.50578 0.513
C 4.33724 1.56128 -2.14375 -0.113
N 3.34191 2.17602 -1.28797 -0.267
C 3.84891 2.39873 0.05243 -0.105
C 2.79182 3.39679 -1.88554 -0.188
C 1.30903 3.28566 -2.24330 -0.216
N 0.55992 2.99296 -1.03979 -0.039
C -0.63050 3.55702 -0.79802 -0.214
C -1.18206 3.40401 0.50576 -0.171
F -0.42817 2.72432 1.41091 0.040
C -2.39734 3.88462 0.90564 -0.232
F -2.80772 3.64395 2.17112 0.065
C -3.19819 4.62122 0.05280 0.043
C -2.69680 4.81850 -1.21991 -0.228
F -3.42960 5.53617 -2.08882 0.081
C -1.48483 4.31515 -1.64266 -0.154
F -1.15365 4.51125 -2.93839 0.038
H 5.16775 2.24443 -2.38653 0.087
H 3.86927 1.23857 -3.07607 0.083
H 4.76492 0.68227 -1.65467 0.067
H 4.73181 3.06032 0.07379 0.089
H 4.13265 1.44391 0.50747 0.067
H 3.06036 2.83812 0.66300 0.083
H 3.34933 3.66433 -2.79147 0.114
H 2.89896 4.22335 -1.17747 0.118
H 1.16349 2.49327 -2.99143 0.107
H 1.02601 4.23919 -2.69370 0.114
H -4.15605 5.01476 0.35421 0.125
O 1.38196 -0.15766 -1.50981 -0.545
S 2.11547 -1.27326 -2.16438 1.060
C 3.34511 -1.81180 -0.88101 -0.283
C 2.98924 -2.86380 0.15862 -0.217
C 1.99510 -2.35060 1.20812 -0.219
C 2.65623 -1.40486 2.21597 -0.290
S 1.70894 0.15598 2.47187 1.062
O 1.19419 0.47255 1.11083 -0.539
C 0.31647 -0.42913 3.47018 -0.341
C -0.60812 0.55553 3.79966 -0.080
C -1.71446 0.24330 4.57360 -0.058
C -1.89744 -1.05406 5.02875 -0.066
C -0.95445 -2.02680 4.72929 -0.084
C 0.15457 -1.71843 3.95609 -0.074
C 0.97465 -2.66298 -2.31255 -0.354
C -0.37420 -2.36038 -2.31640 -0.054
C -1.30081 -3.36705 -2.54390 -0.049
C -0.87086 -4.66514 -2.77109 -0.073
C 0.48777 -4.95244 -2.81468 -0.077
C 1.41755 -3.94648 -2.60984 -0.097
H 3.53005 -0.84827 -0.39972 0.067
H 4.23257 -2.09951 -1.44679 0.090
H 3.91828 -3.16887 0.65164 0.121
H 2.57629 -3.75257 -0.31397 0.094
H 1.53900 -3.20030 1.71391 0.114
H 1.18548 -1.82481 0.70191 0.081
H 3.61733 -1.04228 1.84534 0.082
H 2.83402 -1.83513 3.20139 0.091
H -0.46535 1.56855 3.44338 0.106
H -2.42389 1.01911 4.82976 0.115
H -2.76284 -1.31122 5.62533 0.110
H -1.07282 -3.03570 5.10373 0.110
H 0.87544 -2.49737 3.76050 0.097
H -0.68329 -1.34018 -2.15261 0.084
H -2.35666 -3.12539 -2.55646 0.115
H -1.59146 -5.45573 -2.93840 0.106
H 0.82506 -5.95836 -3.02791 0.106
H 2.47646 -4.16471 -2.69229 0.115
Se -1.99495 1.40519 -3.99273 1.042
N -3.57944 1.09710 -3.23188 -0.234
C -3.38030 0.82246 -1.98185 -0.383
C -4.40337 0.52963 -1.00482 -0.012
C -4.02957 0.20560 0.23212 -0.007
C -2.58468 0.12665 0.67429 -0.213
N -1.60157 0.61860 -0.26750 0.023
C -1.99329 0.83060 -1.52312 -0.510
N -1.10166 1.08796 -2.46484 -0.285
H -5.44416 0.60844 -1.29100 0.113
H -4.76321 -0.01894 0.99519 0.113
H -2.49561 0.70496 1.60613 0.142
C -3.09642 -3.31501 1.99473 -0.033
O -3.30284 -1.94214 1.65931 -0.038
C -2.25663 -1.31539 1.10249 -0.427
O -1.18570 -1.84625 0.96993 0.111
H -4.07128 -3.70711 2.26952 0.095
H -2.40509 -3.40277 2.83159 0.074
H -2.68898 -3.85756 1.14249 0.094

31
Properties=species:S:1:pos:R:3:lowdin_charge:R:1 method="wB97M-V/def2-TZVPD" smiles="CN1CCC[NH+]=C=[N+](C)C[C@@H](F)C1" charge=+2 homo_energy_ev=-18.2 orbital_gap_ev=9.61
C -0.60299 1.54057 1.53934 0.019
N -0.18880 1.18706 0.15882 -0.120
C 1.03884 1.82048 -0.44657 -0.049
C 2.05978 0.70119 -0.78888 -0.090
C 2.60249 -0.02055 0.39795 -0.067
N 1.46993 -0.89254 0.73588 0.127
C 0.19386 -0.75113 0.47504 -0.022
N -0.82555 -1.50315 0.17254 -0.023
C -0.49061 -2.82615 -0.38276 0.061
C -2.25987 -1.13879 0.07328 0.016
C -2.48920 0.24773 -0.54475 -0.248
F -3.21513 0.98080 0.31847 0.038
C -1.14046 0.97487 -0.91577 -0.067
H -0.80396 2.64055 1.80818 0.156
H -1.46135 1.09062 1.76802 0.034
H 0.27393 1.29492 2.30895 0.164
H 1.32748 2.50733 0.31452 0.134
H 0.59158 2.37177 -1.27306 0.143
H 2.69720 1.16883 -1.46188 0.120
H 1.53249 -0.03508 -1.41807 0.137
H 3.40477 -0.59382 0.23320 0.113
H 2.82166 0.54938 1.20491 0.115
H 1.82089 -1.72127 1.33660 0.241
H -0.78504 -3.50820 0.35712 0.112
H -0.81159 -3.05688 -1.33303 0.104
H 0.54438 -3.02470 -0.33955 0.094
H -2.55908 -1.32367 1.15388 0.191
H -2.69593 -1.86530 -0.44821 0.094
H -3.20730 0.28069 -1.34614 0.170
H -0.72840 0.46081 -1.67902 0.104
H -1.55165 1.99532 -1.29566 0.200

174
Properties=species:S:1:pos:R:3:lowdin_charge:R:1 method="wB97M-V/def2-TZVPD" charge=-1 homo_energy_ev=-4.2 orbital_gap_ev=6.17
C -1.07435 2.12049 -0.41807 -0.205
C -0.50828 1.32012 0.88158 -0.475
P -1.47933 -0.32607 1.01955 0.794
C -1.68537 -0.82738 2.86279 -0.372
Al -0.24339 -1.99772 -0.09673 0.267
C -0.05068 -1.37784 -2.03635 -0.215
O -1.30365 -0.87044 -2.63008 -0.297
O -1.04976 0.26474 -3.36377 -0.108
C -1.07495 -3.84882 0.15252 -0.142
C -2.41318 -4.11944 -0.66507 -0.398
O -3.02314 -5.21888 -0.42470 -0.031
N -2.98473 -3.24668 -1.70322 -0.199
C -4.10349 -2.40138 -1.19492 -0.108
C -3.46928 -4.09570 -2.85757 -0.100
C 1.61534 -2.08502 0.85270 -0.391
F 2.01718 -3.46426 1.10415 -0.086
F 1.44934 -1.42794 2.14338 -0.099
C 2.78751 -1.36119 0.04176 -0.200
C 3.35124 -2.18834 -1.21118 -0.243
Si 4.80067 -1.28643 -2.13496 0.554
C 6.09812 -0.52600 -0.95804 -0.210
C 5.71778 -2.60524 -3.23073 -0.222
C 4.01802 -0.04571 -3.37263 -0.205
C 4.57155 -0.02149 -4.84822 -0.068
C 3.90304 0.95230 -5.85998 -0.091
C 2.73016 1.89546 -5.52339 -0.091
C 2.20739 1.90869 -4.06831 -0.055
C 2.86561 0.93959 -3.05992 -0.071
H -1.94160 1.52157 -0.87939 0.033
H -0.27558 2.22993 -1.24543 0.057
H -1.48844 3.14076 -0.08012 0.061
H 0.61806 1.16706 0.73790 0.048
H -0.73083 1.93280 1.82965 0.064
H -1.47281 -1.95819 2.89271 0.013
H -0.98837 -0.24148 3.56284 0.039
H -2.78067 -0.64110 3.16714 0.011
H 0.64794 -0.45134 -2.01367 0.053
H 0.45571 -2.13175 -2.74041 0.067
H -1.81846 0.85280 -3.14409 0.101
H -0.25333 -4.62578 -0.02249 0.066
H -1.36495 -3.92833 1.27154 0.069
H -4.82636 -3.01297 -0.53968 0.094
H -3.61939 -1.54150 -0.59178 0.047
H -4.66081 -1.91832 -2.07931 0.096
H -4.47070 -4.59164 -2.60864 0.086
H -2.68879 -4.92014 -3.04253 0.088
H -3.55563 -3.49883 -3.82791 0.090
H 3.67625 -1.25876 0.78112 0.117
H 2.45727 -0.29603 -0.19414 0.086
H 2.55725 -2.44910 -1.99191 0.075
H 3.79504 -3.17404 -0.83152 0.087
H 7.01345 -0.08894 -1.48734 0.033
H 6.50505 -1.38434 -0.29510 0.048
H 5.63562 0.22551 -0.21115 0.045
H 6.15447 -3.46032 -2.60669 0.040
H 4.94029 -2.97716 -3.99248 0.046
H 6.53484 -2.05586 -3.83334 0.030
H 5.43044 -0.68508 -5.18143 0.068
H 4.30776 0.94771 -6.93556 0.079
H 2.24071 2.57455 -6.29280 0.082
H 1.34051 2.56323 -3.71026 0.092
H 2.44643 0.94273 -1.99069 0.072
C 2.41406 6.33256 -8.01240 -0.113
O 2.97942 6.03726 -6.74190 -0.193
C 4.07273 5.12474 -6.83432 -0.203
C 5.40858 5.85093 -6.72424 -0.194
O 5.63370 6.69733 -7.85150 -0.196
C 5.37356 8.06314 -7.56228 -0.116
H 1.75298 7.19412 -7.89816 0.088
H 3.17966 6.57548 -8.75274 0.082
H 1.82221 5.47874 -8.35947 0.087
H 4.01760 4.54114 -7.75990 0.126
H 3.98002 4.42999 -5.99412 0.107
H 6.21177 5.10795 -6.71791 0.123
H 5.46889 6.42030 -5.79050 0.126
H 6.18276 8.47145 -6.94823 0.086
H 4.41828 8.19730 -7.04913 0.083
H 5.34173 8.61101 -8.50612 0.087
C 9.05599 5.20462 0.39075 -0.112
O 9.38085 5.20102 -0.99368 -0.197
C 9.69241 3.89423 -1.47290 -0.201
C 8.51930 3.29129 -2.23788 -0.199
O 7.41579 3.03336 -1.37358 -0.203
C 6.40087 4.02222 -1.48258 -0.104
H 8.61094 6.17185 0.63270 0.088
H 8.34140 4.41839 0.64365 0.084
H 9.96862 5.07916 0.98338 0.086
H 10.00226 3.24006 -0.65070 0.125
H 10.54123 3.99924 -2.15617 0.121
H 8.83036 2.32814 -2.65438 0.122
H 8.22052 3.93745 -3.07037 0.124
H 5.84931 3.88372 -2.41792 0.087
H 6.81071 5.03454 -1.44277 0.081
H 5.70917 3.89346 -0.64800 0.091
C -1.83749 -2.97124 5.74287 -0.114
O -3.13713 -3.33771 5.29379 -0.199
C -3.30067 -4.75076 5.20440 -0.196
C -4.08396 -5.29239 6.39516 -0.200
O -3.34432 -5.15652 7.60807 -0.197
C -3.78332 -4.05403 8.38783 -0.116
H -1.85445 -1.91205 6.00679 0.092
H -1.53239 -3.54509 6.62116 0.082
H -1.11458 -3.12037 4.93433 0.078
H -2.33091 -5.25152 5.11172 0.128
H -3.86896 -4.94889 4.29012 0.126
H -4.25561 -6.36268 6.24454 0.121
H -5.06047 -4.80270 6.47669 0.123
H -4.74022 -4.29490 8.86269 0.084
H -3.88748 -3.14603 7.78913 0.084
H -3.04234 -3.87286 9.16890 0.087
C -5.85028 -0.76969 2.81314 -0.106
O -5.64261 0.57484 3.23190 -0.200
C -5.60638 1.48315 2.13156 -0.194
C -6.92516 2.23628 1.99426 -0.197
O -7.98618 1.35849 1.61871 -0.191
C -8.81270 1.00927 2.71868 -0.115
H -6.09691 -1.36707 3.69343 0.088
H -6.66987 -0.85102 2.09537 0.082
H -4.92956 -1.16232 2.36899 0.075
H -5.35257 0.96177 1.20236 0.124
H -4.80962 2.20438 2.33927 0.123
H -6.82506 2.97562 1.19417 0.106
H -7.16986 2.77128 2.91815 0.124
H -9.45278 1.85731 2.98382 0.084
H -8.22683 0.70372 3.58892 0.083
H -9.44772 0.17426 2.41588 0.087
C 2.89418 -3.24511 5.20872 -0.102
O 3.68646 -2.06308 5.22059 -0.193
C 2.89068 -0.88000 5.23862 -0.198
C 2.83003 -0.27595 6.63737 -0.199
O 2.11875 -1.12400 7.53876 -0.196
C 2.98721 -1.86712 8.38034 -0.119
H 3.54641 -4.09341 5.42754 0.086
H 2.10091 -3.21163 5.95929 0.079
H 2.45680 -3.38464 4.21468 0.084
H 1.88559 -1.07961 4.85252 0.118
H 3.37113 -0.16235 4.56644 0.125
H 2.28011 0.66888 6.58764 0.121
H 3.83578 -0.06108 7.01527 0.121
H 3.40892 -1.21036 9.14855 0.083
H 3.79476 -2.34118 7.81723 0.083
H 2.40106 -2.64645 8.87137 0.087
C 1.78976 -9.04421 -3.36980 -0.118
O 0.84222 -9.39888 -2.37173 -0.200
C 0.43019 -8.27464 -1.59259 -0.192
C -0.93912 -7.76861 -2.03132 -0.187
O -0.88933 -7.21470 -3.34663 -0.199
C -1.39754 -8.10520 -4.32781 -0.117
H 1.88278 -9.88272 -4.06342 0.085
H 1.47919 -8.15983 -3.93061 0.083
H 2.76463 -8.86293 -2.90426 0.086
H 1.17669 -7.47424 -1.63670 0.126
H 0.36322 -8.61395 -0.55436 0.124
H -1.24819 -6.96361 -1.35757 0.109
H -1.68924 -8.56449 -1.97107 0.128
H -2.48969 -8.14449 -4.26074 0.087
H -0.98539 -9.11161 -4.21909 0.080
H -1.12231 -7.72063 -5.31207 0.087
C -10.48973 7.86642 1.37536 -0.113
O -9.14693 8.32350 1.47371 -0.195
C -8.48558 7.81521 2.63082 -0.200
C -7.55898 6.65791 2.27474 -0.196
O -8.29728 5.52075 1.83312 -0.203
C -8.28176 5.38403 0.41805 -0.113
H -10.85409 8.09608 0.37205 0.088
H -10.56624 6.78889 1.53652 0.083
H -11.11277 8.39444 2.10534 0.086
H -9.21065 7.51619 3.39558 0.124
H -7.88484 8.63365 3.03995 0.122
H -7.01461 6.35517 3.17450 0.124
H -6.82333 6.96198 1.52245 0.127
H -7.30183 5.01974 0.09392 0.082
H -8.50968 6.32642 -0.08590 0.083
H -9.03731 4.64773 0.13759 0.094

18
Properties=species:S:1:pos:R:3:lowdin_charge:R:1 method="wB97M-V/def2-TZVPD" smiles="C[C@@H]1CN(N)C=NN1" charge=0 homo_energy_ev=-7.6 orbital_gap_ev=8.58
C -1.59266 -0.80216 0.86296 -0.060
C -1.10334 -0.32177 -0.51000 -0.376
C 0.31348 -0.73587 -0.79158 -0.163
N 1.15674 0.02965 0.06819 -0.215
N 2.54616 -0.27820 -0.05094 0.066
C 0.79305 1.32920 0.37447 -0.214
N -0.30587 1.88122 0.02986 0.010
N -1.21346 1.13137 -0.68157 -0.051
H -1.05372 -0.26264 1.67294 0.080
H -2.67440 -0.61494 0.95193 0.076
H -1.38553 -1.88424 0.94487 0.080
H -1.80476 -0.75416 -1.24083 0.139
H 0.65225 -0.58197 -1.83794 0.131
H 0.46996 -1.77219 -0.55489 0.112
H 2.99254 0.50654 -0.53000 0.082
H 2.90535 -0.33486 0.89048 0.076
H 1.44114 1.94492 0.99505 0.116
H -2.13697 1.52010 -0.59301 0.110

15
Properties=species:S:1:pos:R:3:lowdin_charge:R:1 method="wB97M-V/def2-TZVPD" charge=-1 homo_energy_ev=-3.1 orbital_gap_ev=7.21
C 0.25723 0.02057 -1.52059 -0.190
C -0.68323 -0.44887 -0.34414 -0.401
O 0.16061 -0.84270 0.72972 -0.394
C 1.61785 0.71720 -1.24594 -0.318
O 1.95595 0.98598 0.10639 -0.195
H -0.41057 0.66628 -2.11436 0.078
H 0.43893 -0.90866 -2.07965 0.083
H -1.30323 0.38905 -0.04399 0.069
H -1.21433 -1.35987 -0.61444 0.073
H 1.30907 0.25723 0.59927 0.071
H 2.39028 0.01876 -1.60312 0.090
H 1.62758 1.59320 -1.84134 0.069
H -2.10714 -0.89470 3.85773 0.005
H -1.62156 0.06241 2.86747 0.003
O -2.41744 -0.25588 3.24698 -0.043